Computed, not measured: a molecular structure, C29H59Br4F4N6Ni2O21S4 at a distorted geometry, with wB97M-V/def2-TZVPD.

Last column: Löwdin spin population.
Geometry (Å):
Ni 3.629 -7.102 -2.055  1.810
Ni 8.860 -12.641 -0.395  1.760
C 7.964 -11.556 -6.145  0.000
C 8.987 -10.747 -6.924  0.000
N 10.017 -10.089 -5.976  0.000
C 10.902 -11.155 -5.362  0.000
C 10.820 -9.157 -6.891  0.000
C 11.974 -9.797 -7.622  0.000
C 9.393 -9.266 -4.856  0.000
C 8.359 -8.191 -5.231  0.000
O 8.870 -7.354 -6.223  0.000
C 7.940 -6.373 -6.657  0.000
H 7.268 -10.874 -5.652  0.000
H 8.437 -12.199 -5.405  0.000
H 7.338 -12.128 -6.828  0.000
H 8.536 -9.913 -7.454  0.000
H 9.542 -11.443 -7.548  0.000
H 10.420 -11.688 -4.548  0.000
H 11.822 -10.707 -4.991  0.000
H 11.195 -11.826 -6.166  0.000
H 11.269 -8.394 -6.256  0.000
H 10.125 -8.717 -7.594  0.000
H 12.800 -10.060 -6.966  0.000
H 12.291 -9.133 -8.424  0.000
H 11.648 -10.708 -8.133  0.000
H 10.236 -8.861 -4.298  0.000
H 8.919 -10.050 -4.264  0.000
H 8.061 -7.582 -4.371  0.000
H 7.454 -8.681 -5.613  0.000
H 6.925 -6.786 -6.675  0.000
H 8.123 -6.060 -7.682  0.000
H 7.886 -5.512 -5.988  0.000
C 6.326 -10.247 -2.662  0.005
C 5.367 -9.362 -2.212  0.006
C 5.295 -9.033 -0.762  0.002
O 4.440 -8.186 -0.340  0.034
C 6.117 -9.615 0.178  0.003
C 7.017 -10.637 -0.215  0.009
C 7.160 -10.924 -1.769  0.005
O 8.054 -11.747 -2.068  0.054
O 7.645 -11.373 0.610  0.082
O 4.649 -8.742 -3.039  0.039
H 6.493 -10.351 -3.726  0.000
H 6.109 -9.418 1.241  0.000
N 7.940 -14.295 0.089  0.040
S 6.965 -15.237 -0.662  0.004
O 5.690 -15.371 -0.012  0.005
O 7.449 -16.318 -1.464  0.003
F 6.598 -14.168 -1.816  0.001
S 8.201 -15.328 1.409  0.004
O 8.483 -16.722 1.184  0.010
O 7.579 -14.918 2.617  0.002
F 9.699 -14.731 1.646  0.006
N 3.368 -5.554 -3.191  0.019
S 2.470 -4.257 -3.327  0.004
O 1.450 -4.261 -4.351  0.003
O 3.017 -3.017 -2.815  0.008
F 1.568 -4.673 -2.045  0.001
S 4.300 -5.009 -4.502  0.003
O 5.281 -3.994 -4.201  0.005
O 3.789 -5.229 -5.824  0.002
F 5.243 -6.340 -4.391  0.002
C 4.187 -3.605 0.400  0.001
N 3.287 -4.786 0.437  0.003
O 3.415 -5.647 -0.418  0.020
O 2.478 -4.833 1.320  0.001
H 3.756 -2.793 0.976  0.000
H 4.171 -3.264 -0.637  0.000
H 5.206 -3.846 0.687  0.000
C 4.640 -12.704 2.269  0.000
N 3.560 -13.050 3.270  0.000
O 2.703 -12.230 3.528  0.000
O 3.696 -14.124 3.805  0.000
H 5.590 -12.764 2.790  0.000
H 4.324 -11.761 1.836  0.000
H 4.623 -13.518 1.545  0.000
C 3.611 -8.906 3.387  0.000
N 2.331 -8.377 3.917  0.000
O 2.259 -8.355 5.131  0.000
O 1.460 -8.071 3.149  0.000
H 4.205 -9.212 4.233  0.000
H 4.148 -8.157 2.811  0.000
H 3.367 -9.797 2.813  0.000
Br 5.165 -13.728 -6.309  0.000
C 4.210 -12.316 -5.277  0.000
C 3.889 -12.811 -3.890  0.000
Br 2.700 -11.520 -3.030  0.000
H 3.325 -12.051 -5.850  0.000
H 4.858 -11.443 -5.298  0.000
H 4.795 -12.917 -3.299  0.000
H 3.330 -13.741 -3.883  0.000
Br 10.329 -12.918 4.191  0.000
C 8.677 -11.976 3.759  0.000
C 8.470 -10.815 4.713  0.000
Br 6.706 -10.024 4.465  0.000
H 7.898 -12.702 3.974  0.000
H 8.693 -11.630 2.729  0.000
H 9.228 -10.038 4.713  0.000
H 8.442 -11.299 5.688  0.000
C 9.560 -8.515 1.505  0.000
C 8.891 -7.727 2.607  0.000
O 9.316 -6.370 2.399  0.000
C 8.790 -5.529 3.426  0.000
C 8.822 -4.096 2.918  0.000
H 10.636 -8.673 1.575  0.000
H 9.068 -9.488 1.417  0.000
H 9.430 -7.964 0.571  0.000
H 7.803 -7.755 2.504  0.000
H 9.167 -8.028 3.620  0.000
H 7.722 -5.754 3.495  0.000
H 9.309 -5.618 4.382  0.000
H 8.405 -3.415 3.661  0.000
H 8.156 -4.064 2.053  0.000
H 9.781 -3.698 2.589  0.000
C 1.631 -8.000 -4.674  0.000
C 0.921 -8.266 -3.357  0.004
O 1.676 -7.804 -2.213  0.035
C 0.855 -7.871 -1.031  0.003
C 0.828 -9.296 -0.477  0.000
H 2.376 -8.794 -4.749  0.000
H 0.953 -8.006 -5.525  0.000
H 2.040 -6.991 -4.698  0.000
H 0.038 -7.625 -3.404  0.001
H 0.676 -9.327 -3.330  0.000
H 1.394 -7.224 -0.334  0.000
H -0.131 -7.405 -1.035  0.001
H 0.622 -9.315 0.585  0.000
H 1.786 -9.769 -0.698  0.000
H 0.047 -9.854 -0.997  0.000

**HOMO (spin up / spin down)**: -0.4393 / -0.4381 Ha
**Multiplicity**: 5
**Orbital gap (spin up / spin down)**: 7.28 / 6.45 eV
**Net charge**: +1
**Expectation value of S²**: 6.008

---

Computed, not measured: 11 unconnected molecules or ions with the total composition C50H56F48N2O12 at a distorted geometry, with wB97M-V/def2-TZVPD.

Last column: Mulliken charge in e.
Geometry (Å):
C -0.875 -3.731 -7.841  -0.978
C -1.249 -3.271 -6.396  1.050
C -1.219 -1.717 -6.305  0.111
F -0.058 -1.000 -6.450  -0.293
F -2.137 -1.160 -7.027  -0.215
F -2.431 -3.756 -5.893  -0.261
F -0.202 -3.698 -5.744  -0.272
O -1.724 -3.310 -8.941  -0.430
C -1.007 -2.876 -10.185  0.885
C -2.100 -2.341 -11.170  0.174
F -2.833 -1.476 -10.537  -0.227
F -1.741 -1.783 -12.290  -0.244
F -0.203 -1.887 -9.746  -0.246
F -0.330 -4.008 -10.578  -0.264
H -0.933 -4.820 -7.836  0.398
H 0.176 -3.621 -8.105  0.421
H -1.433 -1.363 -5.297  0.204
H -2.861 -3.103 -11.342  0.187
C 2.455 -0.580 2.205  -0.805
C 3.207 0.640 2.887  0.974
C 2.771 2.056 2.357  0.183
F 3.340 3.043 2.972  -0.284
F 2.684 2.301 1.107  -0.252
F 3.056 0.556 4.177  -0.264
F 4.572 0.514 2.630  -0.326
O 1.038 -0.589 2.317  -0.403
C 0.318 -1.529 1.630  0.888
C -1.113 -1.618 2.101  0.237
F -1.772 -2.603 1.513  -0.265
F -1.239 -1.840 3.465  -0.245
F 0.429 -1.294 0.298  -0.264
F 0.919 -2.747 1.912  -0.324
H 2.856 -1.486 2.659  0.326
H 2.651 -0.441 1.141  0.377
H 1.738 2.169 2.686  0.215
H -1.542 -0.663 1.799  0.228
C 1.349 13.133 1.075  -0.968
C 0.786 14.020 -0.080  1.049
C 1.082 15.519 0.300  0.103
F 0.200 16.101 0.968  -0.240
F 2.278 15.635 0.882  -0.268
F 1.281 13.668 -1.247  -0.290
F -0.532 13.862 -0.173  -0.318
O 1.028 11.786 0.826  -0.337
C 0.872 10.909 1.950  0.824
C 2.135 10.534 2.742  0.210
F 2.916 9.588 2.211  -0.235
F 2.909 11.496 3.200  -0.241
F -0.046 11.512 2.588  -0.270
F 0.307 9.803 1.424  -0.269
H 1.071 13.588 2.025  0.449
H 2.436 13.121 0.998  0.354
H 1.115 16.041 -0.656  0.247
H 1.787 10.037 3.648  0.200
C 9.798 -5.300 -0.934  -0.910
C 9.122 -4.621 0.165  0.972
C 9.309 -3.056 0.084  0.125
F 10.495 -2.502 -0.078  -0.203
F 8.606 -2.635 -0.996  -0.287
F 7.800 -4.963 0.242  -0.298
F 9.636 -5.065 1.337  -0.294
O 11.212 -5.007 -0.958  -0.390
C 11.908 -4.927 -2.225  0.777
C 11.881 -6.311 -2.995  0.235
F 10.819 -6.994 -3.031  -0.228
F 12.460 -6.122 -4.261  -0.268
F 11.363 -3.950 -2.872  -0.268
F 13.184 -4.630 -1.962  -0.275
H 9.278 -5.180 -1.885  0.441
H 9.735 -6.352 -0.656  0.373
H 8.823 -2.587 0.940  0.246
H 12.424 -7.002 -2.351  0.250
C 3.495 10.080 -3.210  -0.908
C 2.301 9.725 -4.112  0.948
C 2.595 9.936 -5.607  0.118
F 3.101 11.180 -5.770  -0.286
F 3.392 9.046 -6.271  -0.221
F 2.036 8.472 -4.017  -0.301
F 1.179 10.169 -3.628  -0.301
O 4.760 9.458 -3.555  -0.348
C 5.330 8.505 -2.776  0.671
C 4.633 7.223 -2.772  0.315
F 3.448 7.191 -2.135  -0.223
F 4.464 6.651 -3.990  -0.258
F 6.504 8.301 -3.362  -0.295
F 5.592 8.971 -1.538  -0.298
H 3.218 9.853 -2.180  0.423
H 3.686 11.148 -3.317  0.462
H 1.612 10.059 -6.063  0.279
H 5.307 6.533 -2.265  0.223
C -4.305 -11.450 -2.204  -1.031
C -4.610 -10.026 -1.709  0.944
C -3.267 -9.162 -1.606  0.215
F -2.172 -9.594 -1.052  -0.242
F -2.932 -8.714 -2.862  -0.279
F -5.462 -9.476 -2.548  -0.273
F -5.181 -10.146 -0.485  -0.288
O -5.386 -12.219 -2.512  -0.335
C -5.592 -13.497 -1.910  0.891
C -7.072 -13.707 -1.660  0.206
F -7.541 -14.871 -1.301  -0.252
F -7.405 -12.931 -0.670  -0.241
F -5.139 -14.378 -2.833  -0.301
F -4.886 -13.772 -0.788  -0.275
H -3.608 -11.927 -1.515  0.438
H -3.768 -11.319 -3.143  0.413
H -3.578 -8.250 -1.097  0.219
H -7.727 -13.367 -2.463  0.190
O -2.631 3.091 0.297  -0.633
C -2.337 3.633 -0.753  0.545
O -3.139 4.530 -1.348  -0.350
C -2.475 4.899 -2.572  -0.463
C -1.550 3.767 -2.948  -0.497
C -1.093 3.403 -1.562  -0.250
H -1.972 5.860 -2.461  0.230
H -3.157 5.136 -3.388  0.347
H -0.679 4.032 -3.548  0.317
H -2.168 3.039 -3.474  0.282
H -0.282 4.094 -1.333  0.238
H -0.710 2.383 -1.588  0.233
O -5.216 -0.589 -1.928  -0.642
C -6.139 0.196 -1.911  0.476
O -6.598 0.603 -3.104  -0.348
C -7.826 1.314 -3.030  -0.343
C -7.727 1.824 -1.619  -0.596
C -6.910 0.848 -0.827  -0.222
H -8.620 0.568 -3.065  0.266
H -7.816 2.145 -3.735  0.308
H -8.658 2.040 -1.095  0.350
H -7.202 2.775 -1.710  0.223
H -7.540 0.030 -0.476  0.249
H -6.370 1.366 -0.034  0.279
O -1.876 -9.302 8.061  -0.525
C -2.272 -8.942 7.005  0.474
O -3.463 -8.188 6.802  -0.362
C -3.673 -7.875 5.417  -0.374
C -2.763 -8.896 4.699  -0.410
C -1.589 -9.194 5.643  -0.417
H -3.526 -6.813 5.219  0.231
H -4.744 -8.051 5.326  0.255
H -2.497 -8.551 3.700  0.326
H -3.384 -9.768 4.494  0.255
H -0.782 -8.462 5.649  0.237
H -1.109 -10.168 5.547  0.311
C 0.063 -4.058 8.894  -1.244
C -1.287 -3.692 8.198  -0.203
C -2.380 -3.618 9.299  -0.358
C -3.665 -3.039 8.783  0.095
N -4.659 -2.549 8.359  -0.456
H 0.482 -3.207 9.430  0.337
H 0.936 -4.348 8.309  0.366
H -0.052 -4.932 9.536  0.318
H -1.610 -4.470 7.507  0.207
H -1.219 -2.717 7.715  0.318
H -1.971 -3.016 10.110  0.344
H -2.709 -4.629 9.541  0.278
C -3.277 2.465 6.471  -1.018
C -2.578 3.161 7.678  -0.477
C -2.744 4.660 7.549  -0.396
C -1.746 5.154 6.497  0.222
N -0.965 5.574 5.726  -0.415
H -3.000 1.413 6.535  0.284
H -2.733 2.884 5.624  0.288
H -4.355 2.572 6.347  0.334
H -1.534 2.859 7.752  0.303
H -3.141 2.823 8.548  0.316
H -2.691 5.125 8.533  0.297
H -3.728 4.992 7.219  0.263

**HOMO**: -0.3726 Ha
**SMILES**: FC(F)C(F)(F)COC(F)(F)C(F)F.FC(F)C(F)(F)COC(F)(F)C(F)F.FC(F)C(F)(F)COC(F)(F)C(F)F.FC(F)C(F)(F)COC(F)(F)C(F)F.FC(F)C(F)(F)COC(F)(F)C(F)F.FC(F)C(F)(F)COC(F)(F)C(F)F.O=C1CCCO1.O=C1CCCO1.O=C1CCCO1.CCCC#N.CCCC#N
**Orbital gap**: 10.36 eV
**Energy relative to the best compared isomer or geometry (same formula, charge and spin)**: 172.0 kJ/mol